Entry 1:
The following is a DFT calculation (ωB97M-V/def2-TZVPD) of an isolated molecule of C6H5N3O in a non-equilibrium geometry.

Atoms and positions in Å:
O (2.7666, 1.3974, -0.9541)
N (-0.7582, -0.3696, 2.1367)
N (-0.7616, -0.0312, 0.7575)
N (-2.6686, 0.6485, 1.6498)
C (1.9353, -0.8936, -1.7364)
C (0.3540, -0.5416, 0.1148)
C (-1.9640, 0.5417, 0.5595)
C (2.2505, 0.4446, -1.3632)
C (0.7312, -0.0938, -1.2613)
C (-1.9066, 0.1042, 2.5673)
H (-2.3196, 0.2109, 3.5458)
H (0.2122, 0.4594, -1.9866)
H (-2.2287, 0.9970, -0.4551)
H (2.2455, -1.5321, -0.8826)
H (2.1120, -1.3420, -2.6921)

## Properties
**HOMO**: -8.943 eV
**Relative energy (zero: lowest compared OMol25 entry of this formula, charge and spin)**: 130.2 kcal per mole
**Net charge**: 0

Formally, the Löwdin partial charges of the atoms, in units of the elementary charge, are as follows: O 0.204; N 0.102; N -0.131; N 0.076; C -0.057; C 0.101; C -0.167; C -0.308; C -0.191; C -0.248; H 0.105; H 0.107; H 0.152; H 0.138; H 0.116

=====

Entry 2:
The following is a DFT calculation (ωB97M-V/def2-TZVPD) of an isolated molecule of C6H5NO in a non-equilibrium geometry.

Atoms and positions in Å:
O (-2.9757, -0.9242, -0.2826)
N (0.0108, 0.5851, 0.0995)
C (-0.2542, -0.8156, 0.1924)
C (0.9987, -1.5752, 0.1509)
C (-1.4451, 1.0618, 0.2527)
C (1.3569, 0.7925, -0.2362)
C (1.9699, -0.4353, -0.0508)
C (-1.8059, -0.4814, 0.1020)
H (1.2275, -2.6072, 0.2909)
H (-1.8650, 1.7882, 1.0045)
H (1.5306, 1.7275, -0.3820)
H (-1.7797, 1.4368, -0.7971)
H (3.0312, -0.5531, -0.3443)

## Properties
**HOMO**: -9.022 eV
**Relative energy (zero: lowest compared OMol25 entry of this formula, charge and spin)**: 63.5 kcal per mole
**Net charge**: 0
**SMILES**: O=C1Cn2cccc21

Formally, the Löwdin partial charges of the atoms, in units of the elementary charge, are as follows: O -0.009; N -0.069; C -0.103; C 0.029; C -0.006; C -0.050; C -0.083; C -0.190; H 0.073; H 0.125; H 0.050; H 0.136; H 0.097

=====

Entry 3:
The following is a DFT calculation (ωB97M-V/def2-TZVPD) of an isolated molecule of C6H5NO in a non-equilibrium geometry.

Atoms and positions in Å:
O (1.2907, -1.1197, 2.2413)
N (-2.0399, 1.4718, -1.6626)
C (-1.0826, 0.7962, -1.5006)
C (-1.0873, 0.2231, 1.1416)
C (0.0436, 0.2213, -0.8116)
C (1.2845, -0.8001, 1.1004)
C (1.1137, -0.3271, -1.4582)
C (0.0890, -0.0807, 0.4727)
H (1.0252, -0.2433, -2.6251)
H (1.7469, -0.8838, -0.8513)
H (2.3554, -1.2163, 0.7201)
H (-1.3860, 0.1924, 2.3386)
H (-1.9522, 0.6098, 0.4593)

## Properties
**HOMO**: -9.369 eV
**Relative energy (zero: lowest compared OMol25 entry of this formula, charge and spin)**: 86.4 kcal per mole
**Net charge**: 0
**SMILES**: C=C(C#N)C(=C)C=O

Formally, the Löwdin partial charges of the atoms, in units of the elementary charge, are as follows: O 0.070; N 0.176; C -0.147; C 0.127; C -0.358; C -0.216; C 0.121; C -0.294; H 0.128; H 0.002; H 0.172; H 0.141; H 0.078

=====

Number 1: E_LUMO -0.0185 hartree. Number 2: E_LUMO 0.0050 hartree. Number 3: E_LUMO -0.0178 hartree.